Entry 1:
DFT (ωB97M-V/def2-TZVPD) results for a cluster of 8 separate species, C28H78N8O10 in total.

highest occupied orbital energy	-8.41	eV
HOMO-LUMO gap	7.87	eV
2S+1	1
total charge	0
DFT total energy	-62674.065	eV
relative energy (zero: lowest compared OMol25 entry of this formula, charge and spin)	0.0	kcal/mol
F_max	8.22	eV/Å

Bonds (Å) are listed after each position.
Cartesian coordinates (Å):
1 C 12.32 -30.82 26.24  C2 1.520, H10 1.191, H11 1.031, H12 1.079
2 C 12.73 -31.07 27.68  C1 1.520, C3 1.569, N6 1.500, H13 1.130
3 C 12.74 -32.64 27.80  C2 1.569, O4 1.371, H14 1.183, H15 0.982
4 O 11.43 -33.02 27.95  C3 1.371, C5 1.511
5 C 11.12 -34.34 28.63  O4 1.511, H16 1.039, H17 1.012, H18 1.143
6 N 14.11 -30.50 27.83  C2 1.500, H7 0.989, H8 1.160, H9 1.010
7 H 14.88 -31.00 27.46  N6 0.989
8 H 14.24 -29.42 27.44  N6 1.160
9 H 14.42 -30.40 28.79  N6 1.010
10 H 12.27 -29.64 26.09  C1 1.191
11 H 11.35 -31.14 26.07  C1 1.031
12 H 12.84 -31.45 25.53  C1 1.079
13 H 12.01 -30.47 28.30  C2 1.130
14 H 13.41 -32.90 28.74  C3 1.183
15 H 13.09 -33.27 27.14  C3 0.982
16 H 10.09 -34.34 28.59  C5 1.039
17 H 11.62 -34.30 29.51  C5 1.012
18 H 11.43 -35.25 28.01  C5 1.143
19 N 15.93 -32.44 25.80  O20 1.246, O21 1.146, O22 1.261
20 O 16.05 -32.76 27.00  N19 1.246
21 O 15.24 -33.11 25.19  N19 1.146
22 O 16.10 -31.21 25.60  N19 1.261
23 C 14.34 -37.91 22.65  C24 1.501, H29 0.974, H30 1.159, H31 1.154
24 C 14.60 -38.40 24.04  C23 1.501, C25 1.483, N28 1.520, H32 1.119
25 C 15.41 -37.45 24.85  C24 1.483, O26 1.411, H33 1.006, H34 0.939
26 O 16.73 -37.30 24.37  C25 1.411, C27 1.430
27 C 17.34 -36.06 24.74  O26 1.430, H35 1.289, H36 1.157, H37 1.146
28 N 13.26 -38.50 24.76  C24 1.520, H38 1.084, H39 0.976
29 H 14.12 -36.97 22.50  C23 0.974
30 H 13.54 -38.35 21.94  C23 1.159
31 H 15.28 -37.84 21.98  C23 1.154
32 H 15.03 -39.41 24.22  C24 1.119
33 H 15.63 -37.73 25.79  C25 1.006
34 H 14.99 -36.62 24.99  C25 0.939
35 H 17.60 -36.10 26.00  C27 1.289
36 H 16.69 -35.16 24.40  C27 1.157
37 H 18.22 -35.89 24.03  C27 1.146
38 H 12.82 -39.30 24.17  N28 1.084
39 H 13.55 -38.89 25.61  N28 0.976
40 C 13.45 -30.56 21.57  C41 1.504, H46 1.013, H47 1.119, H48 1.046
41 C 13.84 -31.78 22.36  C40 1.504, C42 1.595, N45 1.471, H49 1.129
42 C 13.13 -33.08 21.78  C41 1.595, O43 1.405, H50 1.113, H51 1.164
43 O 11.75 -32.91 21.97  C42 1.405, C44 1.367
44 C 11.02 -33.74 21.18  O43 1.367, H52 0.979, H53 1.098, H54 1.077
45 N 15.28 -32.08 22.40  C41 1.471, H55 0.919, H56 1.028
46 H 13.36 -31.02 20.68  C40 1.013
47 H 14.37 -29.93 21.71  C40 1.119
48 H 12.51 -30.21 21.86  C40 1.046
49 H 13.52 -31.85 23.44  C41 1.129
50 H 13.32 -34.05 22.31  C42 1.113
51 H 13.39 -32.92 20.66  C42 1.164
52 H 11.36 -33.85 20.27  C44 0.979
53 H 9.95 -33.47 21.22  C44 1.098
54 H 11.15 -34.78 21.46  C44 1.077
55 H 15.08 -32.47 23.20  N45 0.919
56 H 15.54 -31.16 22.76  N45 1.028
57 C 22.47 -32.62 30.09  C58 1.566, H63 1.091, H64 1.170, H65 1.054
58 C 21.52 -33.79 30.51  C57 1.566, C59 1.506, N62 1.475, H66 1.091
59 C 20.88 -34.44 29.31  C58 1.506, O60 1.370, H67 1.111, H68 1.230
60 O 20.22 -33.57 28.49  C59 1.370, C61 1.444
61 C 19.41 -34.11 27.42  O60 1.444, H69 0.970, H70 1.045, H71 1.116
62 N 22.34 -34.80 31.21  C58 1.475, H72 1.097, H73 1.010
63 H 23.04 -33.16 29.33  C57 1.091
64 H 22.95 -32.41 31.14  C57 1.170
65 H 21.88 -31.75 29.99  C57 1.054
66 H 20.76 -33.41 31.20  C58 1.091
67 H 20.28 -35.23 29.82  C59 1.111
68 H 21.84 -35.01 28.81  C59 1.230
69 H 18.96 -34.96 27.56  C61 0.970
70 H 20.11 -34.36 26.68  C61 1.045
71 H 18.74 -33.32 27.00  C61 1.116
72 H 23.09 -35.19 30.50  N62 1.097
73 H 22.83 -34.40 32.00  N62 1.010
74 C 16.86 -27.84 21.75  C75 1.527, H80 1.131, H81 1.048, H82 1.158
75 C 17.17 -29.06 22.62  C74 1.527, C76 1.554, N79 1.424, H83 0.987
76 C 18.66 -29.04 23.05  C75 1.554, O77 1.338, H84 1.038, H85 1.051
77 O 19.43 -28.99 21.96  C76 1.338, C78 1.448
78 C 20.85 -29.13 22.22  O77 1.448, H86 1.189, H87 1.061, H88 1.207
79 N 16.22 -29.13 23.67  C75 1.424, H89 0.971, H90 1.077
80 H 15.79 -27.85 21.39  C74 1.131
81 H 17.39 -27.97 20.86  C74 1.048
82 H 17.26 -26.78 22.00  C74 1.158
83 H 17.03 -29.78 21.95  C75 0.987
84 H 18.73 -29.85 23.71  C76 1.038
85 H 18.97 -28.14 23.50  C76 1.051
86 H 21.35 -28.12 22.60  C78 1.189
87 H 21.28 -29.27 21.26  C78 1.061
88 H 21.06 -30.15 22.82  C78 1.207
89 H 16.12 -29.91 24.23  N79 0.971
90 H 16.34 -28.46 24.51  N79 1.077
91 C 21.08 -29.31 27.60  C92 1.472, H97 1.149, H98 1.032, H99 1.020
92 C 19.75 -29.95 27.64  C91 1.472, C93 1.637, N96 1.464, H100 1.023
93 C 18.74 -29.14 28.65  C92 1.637, O94 1.406, H101 1.048, H102 1.097
94 O 19.30 -29.28 29.94  C93 1.406, C95 1.438
95 C 18.46 -28.88 31.04  O94 1.438, H103 1.174, H104 1.142, H105 1.078
96 N 19.07 -29.96 26.34  C92 1.464, H106 0.986, H107 1.054
97 H 21.74 -30.14 27.16  C91 1.149
98 H 21.39 -29.17 28.57  C91 1.032
99 H 21.03 -28.43 27.09  C91 1.020
100 H 20.00 -30.91 27.90  C92 1.023
101 H 17.73 -29.42 28.62  C93 1.048
102 H 18.54 -28.12 28.31  C93 1.097
103 H 18.92 -29.14 32.09  C95 1.174
104 H 17.41 -29.29 30.89  C95 1.142
105 H 18.55 -27.84 31.30  C95 1.078
106 H 19.41 -30.77 25.90  N96 0.986
107 H 18.16 -30.46 26.50  N96 1.054
108 C 17.87 -32.13 29.87  C109 1.602, H114 1.102, H115 1.262, H116 0.967
109 C 16.98 -33.24 30.60  C108 1.602, C110 1.576, N113 1.448, H117 1.148
110 C 16.82 -32.95 32.14  C109 1.576, O111 1.380, H118 1.095, H119 1.122
111 O 18.11 -33.16 32.59  C110 1.380, C112 1.480
112 C 18.07 -32.55 33.94  O111 1.480, H120 1.091, H121 1.119, H122 1.162
113 N 15.71 -33.37 29.91  C109 1.448, H123 0.961, H124 0.967
114 H 18.01 -32.34 28.79  C108 1.102
115 H 18.91 -31.94 30.55  C108 1.262
116 H 17.26 -31.38 29.93  C108 0.967
117 H 17.54 -34.24 30.64  C109 1.148
118 H 16.08 -33.55 32.68  C110 1.095
119 H 16.46 -31.89 32.21  C110 1.122
120 H 18.00 -31.46 33.96  C112 1.091
121 H 18.84 -33.08 34.56  C112 1.119
122 H 17.18 -33.14 34.40  C112 1.162
123 H 15.93 -33.69 29.03  N113 0.961
124 H 15.41 -34.27 30.05  N113 0.967

=====

Entry 2:
DFT (ωB97M-V/def2-TZVPD) results for a cluster of 7 separate species, C6H27NO7 in total.

highest occupied orbital energy	-9.34	eV
HOMO-LUMO gap	9.91	eV
2S+1	1
total charge	0
DFT total energy	-22483.365	eV
relative energy (zero: lowest compared OMol25 entry of this formula, charge and spin)	6.5	kcal/mol
F_max	2.28	eV/Å
structure (SMILES)	CCN[C@@H](CC)CO.O.O.O.O.O.O

Bonds (Å) are listed after each position.
Cartesian coordinates (Å):
1 C 2.88 1.16 -0.95  C2 1.506, H9 1.099, H10 1.104, H11 1.089
2 C 2.18 0.60 0.26  C1 1.506, N3 1.502, H12 1.140, H13 1.111
3 N 0.83 0.08 -0.15  C2 1.502, C4 1.470, H14 1.020
4 C -0.05 -0.29 0.97  N3 1.470, C5 1.543, C7 1.542, H15 1.134
5 C -1.45 -0.54 0.36  C4 1.543, C6 1.523, H16 1.090, H17 1.083
6 C -2.50 -0.68 1.46  C5 1.523, H18 1.118, H19 1.092, H20 1.095
7 C 0.44 -1.52 1.75  C4 1.542, O8 1.432, H21 1.078, H22 1.150
8 O 0.50 -1.21 3.15  C7 1.432, H23 0.934
9 H 3.77 1.75 -0.67  C1 1.099
10 H 2.19 1.79 -1.53  C1 1.104
11 H 3.18 0.40 -1.66  C1 1.089
12 H 2.83 -0.18 0.79  C2 1.140
13 H 2.02 1.37 1.04  C2 1.111
14 H 0.95 -0.72 -0.77  N3 1.020
15 H -0.11 0.59 1.69  C4 1.134
16 H -1.75 0.27 -0.29  C5 1.090
17 H -1.39 -1.44 -0.24  C5 1.083
18 H -3.52 -0.74 1.01  C6 1.118
19 H -2.53 0.20 2.09  C6 1.092
20 H -2.32 -1.55 2.10  C6 1.095
21 H -0.16 -2.40 1.64  C7 1.078
22 H 1.55 -1.73 1.53  C7 1.150
23 H -0.38 -1.16 3.46  O8 0.934
24 O -0.91 0.46 -2.84  H25 0.976, H26 0.944
25 H -0.21 0.55 -2.17  O24 0.976
26 H -1.57 1.11 -2.64  O24 0.944
27 O 0.67 -2.83 -1.17  H28 0.952, H29 0.990
28 H 0.12 -2.64 -1.93  O27 0.952
29 H 1.34 -3.44 -1.54  O27 0.990
30 O -0.90 -2.20 -3.26  H31 0.955, H32 0.976
31 H -0.99 -1.25 -3.20  O30 0.955
32 H -1.82 -2.53 -3.29  O30 0.976
33 O -2.38 2.46 -1.81  H34 0.955, H35 0.961
34 H -3.10 2.37 -1.18  O33 0.955
35 H -1.64 2.76 -1.28  O33 0.961
36 O -0.24 2.87 -0.24  H37 0.928, H38 0.972
37 H -0.06 3.09 0.64  O36 0.928
38 H 0.11 1.98 -0.40  O36 0.972
39 O 1.43 1.32 3.37  H40 0.951, H41 0.974
40 H 1.17 0.41 3.28  O39 0.951
41 H 2.17 1.34 4.00  O39 0.974

=====

Entry 3:
DFT (ωB97M-V/def2-TZVPD) results for a cluster of 2 separate species, C3H5NO2 in total.

highest occupied orbital energy	-10.07	eV
HOMO-LUMO gap	10.01	eV
2S+1	1
total charge	0
DFT total energy	-8774.939	eV
relative energy (zero: lowest compared OMol25 entry of this formula, charge and spin)	63.6	kcal/mol
F_max	0.60	eV/Å
structure (SMILES)	[H]/N=C/C=O.C=O

Bonds (Å) are listed after each position.
Cartesian coordinates (Å):
1 H 2.35 -0.89 -0.95  N2 1.023
2 N 1.35 -1.06 -1.08  H1 1.023, C3 1.267
3 C 0.78 -1.12 0.05  N2 1.267, C4 1.503, H6 1.097
4 C -0.70 -1.37 0.12  C3 1.503, O5 1.208, H7 1.110
5 O -1.49 -0.90 -0.67  C4 1.208
6 H 1.30 -1.03 1.02  C3 1.097
7 H -1.04 -2.00 0.96  C4 1.110
8 C -0.65 2.10 0.13  O9 1.209, H10 1.104, H11 1.108
9 O 0.26 1.81 0.87  C8 1.209
10 H -0.87 1.52 -0.79  C8 1.104
11 H -1.32 2.95 0.34  C8 1.108